# C4H11N3O

A molecular structure, C4H11N3O (ωB97M-V with the def2-TZVPD basis set, the OMol25 dataset).

The geometry in XYZ format:
```
19
Properties=species:S:1:pos:R:3:forces:R:3
C -1.335 -0.016 0.184 -0.3 0.4 0.5
C -1.731 -1.489 0.235 0.0 0.2 0.0
C -2.072 0.736 -0.926 0.1 -0.1 0.2
N 0.098 0.087 -0.008 -0.2 -0.1 -0.8
N 2.404 0.322 -0.420 -1.9 -1.1 0.1
C 0.870 0.934 0.517 0.4 -1.0 0.2
N 3.437 -0.135 0.479 -0.3 -0.3 -0.5
O 1.197 1.712 1.353 -0.2 0.5 0.0
H 1.633 -0.418 -0.825 2.7 1.9 0.8
H 2.804 1.039 -1.021 -0.2 -0.5 -0.3
H -1.601 0.447 1.144 -0.1 0.0 0.0
H 3.479 0.559 1.225 -0.2 0.0 0.0
H 3.086 -0.989 0.908 0.0 0.1 0.0
H -1.478 -1.980 -0.705 0.0 0.0 0.0
H -1.783 1.787 -0.926 0.0 0.0 -0.1
H -2.805 -1.586 0.399 0.0 0.0 0.0
H -1.219 -1.993 1.053 0.0 0.0 0.0
H -3.149 0.683 -0.770 0.0 0.0 0.0
H -1.834 0.301 -1.897 0.0 0.0 -0.1
```
Positions in Å, forces in eV/Å.

Summary:
Orbital gap = 9.9703 eV
Total charge = 0
ΔE to the lowest compared entry with this formula, charge and spin = 285.92 kJ/mol

***

# C4H11N3O

A molecular structure, C4H11N3O (ωB97M-V with the def2-TZVPD basis set, the OMol25 dataset).

The geometry in XYZ format:
```
19
Properties=species:S:1:pos:R:3:forces:R:3
C -0.310 1.142 0.050 0.1 -0.1 -0.1
C 0.407 0.443 -1.666 -0.1 -0.2 0.3
C 0.090 0.114 0.925 0.1 -0.1 -0.3
N 1.279 0.245 1.585 -0.1 0.0 0.0
N 0.617 -0.897 -1.722 -0.1 0.2 0.2
N -1.853 -1.248 0.319 0.1 0.0 0.0
C -0.450 -1.186 0.685 0.0 0.1 0.1
O 0.284 2.391 0.306 0.0 -0.2 -0.1
H 0.133 2.967 -0.450 0.0 0.0 0.0
H -1.367 1.166 -0.184 0.0 0.0 0.0
H 1.527 -0.436 2.282 0.0 0.0 -0.1
H 1.642 1.176 1.708 0.0 0.0 0.0
H 0.104 -1.330 -0.480 0.1 0.1 0.0
H 1.589 -1.093 -1.481 0.0 0.0 0.0
H -2.451 -1.455 1.109 0.0 0.0 -0.1
H -2.012 -1.941 -0.401 0.0 0.0 0.0
H 1.270 1.112 -1.667 0.0 0.0 0.1
H -0.429 0.799 -2.267 0.0 0.0 0.0
H -0.070 -1.969 1.351 0.0 0.1 0.0
```
Positions in Å, forces in eV/Å.

Summary:
Orbital gap = 8.4764 eV
Total charge = 0
ΔE to the lowest compared entry with this formula, charge and spin = 360.91 kJ/mol

***

# C4H11N3O

A single C4H11N3O molecule (ωB97M-V with the def2-TZVPD basis set, the OMol25 dataset).

The geometry in XYZ format:
```
19
Properties=species:S:1:pos:R:3:forces:R:3
C 1.607 0.311 0.412 -0.4 -0.8 -0.5
C 0.417 0.589 1.313 -0.8 -0.4 -0.8
C -1.811 -1.280 0.275 0.6 -0.5 -0.7
C -1.096 -0.089 -0.358 0.3 1.7 1.3
N 0.503 -0.771 -0.911 -0.2 1.1 0.9
N 2.123 1.401 -0.203 -0.2 -0.4 -0.5
O -1.888 0.416 -1.401 0.6 -0.9 0.0
N -0.672 0.939 0.443 -0.3 0.1 -0.2
H -1.907 1.372 -1.251 0.3 0.0 0.1
H 2.330 -0.461 0.674 -0.1 0.1 -0.2
H 2.825 1.256 -0.913 0.1 0.1 0.2
H 0.435 -1.783 -0.972 0.4 0.0 0.1
H 0.796 -0.393 -1.807 -0.2 -0.1 -0.1
H 1.432 2.104 -0.442 -0.1 -0.1 0.1
H 0.236 -0.311 1.922 0.1 0.1 0.2
H 0.645 1.441 1.963 0.1 -0.2 0.0
H -2.837 -0.993 0.494 0.1 0.1 0.0
H -1.811 -2.115 -0.427 -0.3 -0.1 0.0
H -1.328 -1.633 1.187 0.1 0.2 0.0
```
Positions in Å, forces in eV/Å.

Summary:
Orbital gap = 7.8183 eV
Total charge = 0
ΔE to the lowest compared entry with this formula, charge and spin = 349.69 kJ/mol

***

# C4H11N3O

A single C4H11N3O molecule (ωB97M-V with the def2-TZVPD basis set, the OMol25 dataset).

The geometry in XYZ format:
```
19
Properties=species:S:1:pos:R:3:forces:R:3
C -0.910 -2.134 0.275 0.3 -1.0 0.4
C -0.680 0.747 -0.696 3.2 0.3 0.0
C -1.389 1.342 0.502 0.0 -0.2 0.4
N 0.326 -1.891 0.615 -1.3 0.5 -0.9
C 0.983 0.139 -0.294 -4.1 1.4 -0.9
N 1.835 1.233 0.047 0.2 0.2 0.5
O 1.386 -0.404 -1.528 -0.2 -0.5 -0.2
N 0.949 -0.743 0.780 1.7 -0.7 0.8
H 2.350 -0.431 -1.528 0.0 0.1 0.1
H 0.960 -2.679 0.727 -0.5 -0.3 0.6
H 1.429 2.135 -0.158 0.0 0.0 -0.1
H 2.106 1.197 1.026 -0.2 -0.1 -0.2
H -1.285 -3.143 0.336 0.5 -0.4 -0.1
H -1.678 -1.428 0.035 0.4 0.8 0.1
H -0.339 1.513 -1.393 -0.4 0.2 -0.1
H -1.296 0.076 -1.289 0.3 -0.4 0.1
H -1.228 0.758 1.414 0.2 -0.2 0.0
H -2.472 1.361 0.385 -0.1 0.2 -0.2
H -1.048 2.351 0.741 0.0 0.0 -0.1
```
Positions in Å, forces in eV/Å.

Summary:
Orbital gap (spin up / spin down) = 8.0711 / 8.0724 eV
Total charge = 0
ΔE to the lowest compared entry with this formula, charge and spin = 437.81 kJ/mol

***

# C4H11N3O

A single C4H11N3O molecule (ωB97M-V with the def2-TZVPD basis set, the OMol25 dataset).

The geometry in XYZ format:
```
19
Properties=species:S:1:pos:R:3:forces:R:3
C -0.113 -2.552 -0.913 -0.4 -0.7 -0.6
N -0.573 -1.370 -0.201 -0.1 -0.4 0.8
C 0.438 -0.962 0.786 0.3 0.4 -0.6
C -0.001 0.251 1.607 -0.1 -0.2 -0.3
O -0.139 0.139 2.810 -0.1 0.2 0.1
N -0.271 1.407 0.927 0.4 -0.9 0.3
C 0.273 1.690 -0.388 -1.2 0.3 -0.6
N -0.238 2.998 -0.783 0.8 -0.5 1.2
H 0.696 -2.339 -1.611 0.3 0.3 0.3
H 0.167 -3.387 -0.258 0.3 0.1 0.1
H -0.878 -2.970 -1.574 -0.3 0.3 0.2
H -1.396 -1.630 0.342 0.0 0.1 -0.3
H 0.757 -1.712 1.518 -0.3 -0.2 -0.1
H 1.320 -0.744 0.182 0.3 0.3 0.2
H -0.516 2.176 1.531 0.2 0.3 -0.2
H -0.042 0.912 -1.093 -0.1 -0.2 0.3
H 1.357 1.681 -0.427 0.3 0.4 0.3
H 0.375 3.407 -1.449 -0.1 0.5 -0.7
H -1.216 3.006 -1.006 -0.1 -0.1 -0.4
```
Positions in Å, forces in eV/Å.

Summary:
Orbital gap = 10.1623 eV
Total charge = 0
ΔE to the lowest compared entry with this formula, charge and spin = 112.26 kJ/mol

***

# C4H11N3O2

2 unconnected molecules or ions with the total composition C4H11N3O2 (ωB97M-V with the def2-TZVPD basis set, the OMol25 dataset).

The geometry in XYZ format:
```
20
Properties=species:S:1:pos:R:3:forces:R:3
C -2.291 0.337 -0.279 -0.1 -1.8 0.6
C -0.379 -0.240 -1.710 -0.9 0.0 -0.7
N 0.364 0.426 -0.863 2.3 -0.3 -1.9
N -1.688 -0.294 -1.482 -0.1 0.9 1.5
N 0.129 -0.763 -2.823 -0.6 0.1 1.0
H 0.027 0.757 -0.020 -0.7 0.8 2.7
H 1.357 0.558 -1.064 -0.6 -0.1 0.2
H -2.257 -0.809 -2.106 -0.5 -0.6 -0.7
H -0.449 -1.235 -3.493 -0.5 -0.3 -0.5
H 1.088 -0.626 -2.998 1.4 0.0 -0.5
H -2.134 1.398 -0.272 0.3 0.5 0.1
H -1.831 -0.140 0.657 -0.8 0.9 -1.2
H -3.397 0.174 -0.307 1.0 -0.1 0.0
C 1.922 -0.526 2.311 -1.5 -1.2 0.9
C 1.249 0.833 2.501 0.7 1.9 0.8
O 0.097 1.033 2.051 -0.9 -0.8 -0.9
O 1.929 1.733 3.065 0.1 -1.0 -0.2
H 2.674 -0.674 3.067 0.4 0.1 0.2
H 2.390 -0.541 1.352 0.3 -0.2 -0.8
H 1.201 -1.400 2.412 0.7 1.1 -0.4
```
Positions in Å, forces in eV/Å.

Summary:
Orbital gap (spin up / spin down) = 3.7612 / 7.9861 eV
Total charge = -1
ΔE to the lowest compared entry with this formula, charge and spin = 88.77 kJ/mol
⟨S²⟩ = 0.750
Multiplicity = 2

***

# C4H11N3O2

2 unconnected molecules or ions with the total composition C4H11N3O2 (ωB97M-V with the def2-TZVPD basis set, the OMol25 dataset).

The geometry in XYZ format:
```
20
Properties=species:S:1:pos:R:3:forces:R:3
H 1.394 2.120 -2.022 -0.4 0.2 -0.3
N 1.550 1.284 -1.492 0.7 0.0 0.7
C 0.738 0.330 -1.664 1.1 -0.4 -0.7
N -0.238 0.253 -2.673 -0.5 0.2 0.0
N 0.942 -0.865 -0.990 -0.9 -0.5 -0.3
C 0.325 -2.081 -1.511 -0.5 0.1 0.1
H -1.183 0.176 -2.323 -0.1 -0.2 0.0
H -0.171 1.042 -3.298 -0.1 0.1 0.1
H 1.881 -1.049 -0.682 0.1 0.7 0.2
H -0.764 -2.061 -1.425 0.0 0.1 0.3
H 0.690 -2.905 -0.907 0.0 -0.2 -0.1
H 0.485 -2.251 -2.576 0.5 -0.1 0.0
C -1.152 1.378 2.147 -0.4 0.9 -0.3
C -0.243 0.529 2.941 0.3 -0.7 0.3
O 0.834 0.874 3.337 0.2 0.3 0.2
O -0.719 -0.711 3.254 -0.2 0.5 0.3
H -1.829 0.868 1.490 -0.1 -0.6 -0.4
H -0.566 2.104 1.591 0.1 -0.1 0.0
H -1.816 1.945 2.805 0.2 -0.1 0.3
H -0.156 -0.980 4.000 0.0 -0.3 -0.4
```
Positions in Å, forces in eV/Å.

Summary:
Orbital gap = 9.4798 eV
Total charge = 0
ΔE to the lowest compared entry with this formula, charge and spin = 90.24 kJ/mol

***

# C4H11N3O2

A single C4H11N3O2 molecule (ωB97M-V with the def2-TZVPD basis set, the OMol25 dataset).

The geometry in XYZ format:
```
20
Properties=species:S:1:pos:R:3:forces:R:3
C 0.582 -0.442 -2.664 -0.2 -0.1 -0.3
N 0.560 0.397 -1.502 -0.9 0.3 0.5
C 1.116 -0.119 0.851 0.0 -0.3 0.3
O 1.631 -1.201 0.715 0.2 -0.2 0.2
H 0.815 1.355 -1.720 -0.4 0.2 0.0
H 1.671 0.825 0.801 0.1 0.1 0.0
H -0.076 -0.098 -3.477 0.1 -0.1 0.0
H 0.291 -1.452 -2.370 0.0 -0.1 -0.1
H 1.602 -0.488 -3.047 0.0 -0.1 0.0
C -0.441 0.505 2.699 0.0 -0.2 -0.5
C -0.361 0.013 1.253 0.0 0.2 -0.1
N -1.025 0.491 -0.819 1.4 -0.7 -1.4
O -0.950 -1.270 1.100 0.1 -0.1 0.0
N -0.990 0.977 0.387 -0.4 0.8 1.1
H -0.203 -1.892 1.037 0.0 0.0 0.0
H -1.237 -0.527 -0.887 -0.1 0.3 0.0
H -1.576 1.058 -1.465 0.1 -0.2 0.2
H 0.107 -0.167 3.354 0.0 0.0 0.1
H -1.485 0.528 2.995 -0.1 0.0 0.0
H -0.030 1.507 2.760 0.1 0.2 0.1
```
Positions in Å, forces in eV/Å.

Summary:
Orbital gap = 8.6553 eV
Total charge = 0
ΔE to the lowest compared entry with this formula, charge and spin = 483.58 kJ/mol

***

# C4H11N3O2

2 unconnected molecules or ions with the total composition C4H11N3O2 (ωB97M-V with the def2-TZVPD basis set, the OMol25 dataset).

The geometry in XYZ format:
```
20
Properties=species:S:1:pos:R:3:forces:R:3
H -1.073 -2.261 -0.768 -0.2 0.3 -0.4
N -1.141 -1.680 0.058 -0.3 -0.6 0.6
C -1.679 -0.545 -0.070 1.6 0.7 0.2
N -2.151 0.099 -1.201 -0.7 -0.4 -0.8
N -1.691 0.374 1.028 -1.0 -0.4 0.2
C -2.809 0.023 1.940 -0.7 1.2 0.0
H -2.295 -0.466 -2.026 0.2 -0.2 0.1
H -1.585 0.900 -1.421 -0.2 0.5 0.2
H -0.870 0.270 1.587 0.8 -0.3 -0.1
H -2.476 -0.536 2.810 0.0 -0.4 -0.2
H -3.619 -0.478 1.405 0.3 -0.3 0.0
H -3.303 0.926 2.322 0.3 0.0 0.0
C 2.845 -0.862 -0.807 0.2 0.3 0.1
C 2.395 0.482 -0.290 -0.9 -1.1 0.4
O 2.145 0.723 0.857 0.3 0.3 0.2
O 2.244 1.357 -1.281 0.5 0.6 -1.0
H 3.796 -1.013 -0.294 0.1 -0.4 -0.2
H 2.972 -0.811 -1.877 0.3 -0.1 -0.3
H 2.179 -1.693 -0.588 -0.2 0.3 0.4
H 2.250 2.268 -0.961 -0.3 0.0 0.4
```
Positions in Å, forces in eV/Å.

Summary:
Orbital gap = 9.6697 eV
Total charge = 0
ΔE to the lowest compared entry with this formula, charge and spin = 126.61 kJ/mol

***

# C4H11N3O2

A molecular structure, C4H11N3O2 (ωB97M-V with the def2-TZVPD basis set, the OMol25 dataset).

The geometry in XYZ format:
```
20
Properties=species:S:1:pos:R:3:forces:R:3
C 1.994 -1.689 0.518 -0.6 0.4 0.8
O 1.396 -0.670 -0.237 0.1 1.3 -0.8
N 1.650 0.842 0.590 2.4 0.2 -0.4
N 1.987 1.718 -0.162 -0.5 -3.5 -0.2
H 2.913 2.106 0.045 -0.8 1.2 0.9
H 1.205 -2.303 0.972 0.2 -0.2 -0.3
H 2.544 -1.298 1.387 0.1 0.3 -0.1
H 2.706 -2.268 -0.080 -0.2 0.1 -0.1
C -1.020 1.890 0.012 0.3 -1.1 -1.6
C -1.853 -0.894 -1.142 0.1 0.5 -1.5
N -0.846 0.601 0.645 -0.6 -0.4 0.4
C -0.989 -0.726 0.083 -2.2 0.1 2.3
O -0.898 -1.653 0.870 0.4 0.5 -0.6
H -1.300 0.626 1.553 0.6 -0.6 0.0
H -1.961 2.011 -0.526 -0.5 0.2 0.5
H -0.829 2.663 0.756 0.0 0.1 -0.3
H -0.302 1.894 -0.816 0.2 0.7 0.3
H -1.510 -1.591 -1.902 0.7 0.0 0.1
H -2.839 -1.308 -0.916 0.2 0.1 0.8
H -2.048 0.049 -1.652 0.2 0.1 0.0
```
Positions in Å, forces in eV/Å.

Summary:
Orbital gap (spin up / spin down) = 8.1351 / 8.1300 eV
Total charge = 0
ΔE to the lowest compared entry with this formula, charge and spin = 640.09 kJ/mol

***

# C4H11N3O2

2 unconnected molecules or ions with the total composition C4H11N3O2 (ωB97M-V with the def2-TZVPD basis set, the OMol25 dataset).

The geometry in XYZ format:
```
20
Properties=species:S:1:pos:R:3:forces:R:3
C -1.537 -0.220 -2.549 2.1 1.3 1.0
N -0.913 -0.180 -1.173 2.1 -4.5 1.5
C -0.157 -1.252 -0.789 -4.1 3.5 -4.3
N 0.274 -2.156 -1.858 -0.8 0.6 1.7
N -0.019 -1.630 0.540 1.9 0.6 0.6
H -1.042 -0.712 -3.428 -0.1 0.4 1.1
H -1.678 0.846 -2.680 -0.1 0.1 -0.9
H -2.497 -0.610 -2.371 -1.3 -0.8 -0.1
H -0.483 -2.802 -2.124 0.6 0.4 0.2
H 1.046 -2.638 -1.453 0.6 -1.0 -0.3
H 0.547 -1.000 1.141 -1.1 0.0 -0.7
H 0.528 -2.463 0.573 0.1 -1.0 0.0
C 1.300 2.378 2.552 -1.6 2.9 3.1
C 0.800 1.435 1.547 -0.6 0.9 -3.2
O 1.212 1.389 0.419 1.5 0.0 -0.3
O -0.323 0.795 1.801 0.1 -0.1 4.9
H 2.344 2.770 2.484 -1.1 -0.6 -0.5
H 1.144 2.029 3.618 0.2 0.1 -1.2
H 0.494 3.353 2.529 2.3 -2.6 -0.2
H -1.039 0.669 1.219 -0.6 -0.1 -2.4
```
Positions in Å, forces in eV/Å.

Summary:
Orbital gap = 9.1890 eV
Total charge = 0
ΔE to the lowest compared entry with this formula, charge and spin = 293.77 kJ/mol

***

# C4H11N3S

A single C4H11N3S molecule (ωB97M-V with the def2-TZVPD basis set, the OMol25 dataset).

The geometry in XYZ format:
```
19
Properties=species:S:1:pos:R:3:forces:R:3
C -0.192 -1.640 1.233 1.0 -1.7 0.3
C -0.192 0.729 0.380 1.9 -2.1 -0.7
C -0.992 -0.559 0.557 -1.0 0.2 -2.1
C -1.542 -1.009 -0.854 0.6 -1.9 2.8
N 2.484 1.326 0.942 -1.7 -0.8 -0.5
N 1.385 1.296 -1.583 0.1 -0.1 -1.0
N 0.085 -2.834 0.800 -1.2 2.6 -0.5
S 1.560 0.391 -0.323 -0.8 1.8 0.5
H 2.203 2.296 0.825 -0.3 0.1 0.0
H 0.327 -1.380 2.157 -0.3 0.2 0.2
H -0.658 1.513 -0.181 0.0 0.2 -0.6
H 0.075 1.036 1.313 0.4 1.3 2.8
H -1.901 -0.172 1.100 0.8 -1.0 0.1
H -0.836 -0.920 -1.658 0.4 -0.8 -0.3
H -2.248 -0.321 -1.015 -2.6 3.1 -1.1
H -2.238 -1.883 -0.712 1.4 0.0 -0.6
H 3.450 1.323 0.679 0.7 -0.4 -0.3
H 1.928 0.975 -2.387 0.2 0.0 0.5
H -0.376 -2.863 -0.133 0.2 -0.6 0.5
```
Positions in Å, forces in eV/Å.

Summary:
Orbital gap = 9.5641 eV
Total charge = 0
ΔE to the lowest compared entry with this formula, charge and spin = 321.71 kJ/mol

***

# C4H11N3S

A gas-phase ion, C4H11N3S (charge +2) (ωB97M-V with the def2-TZVPD basis set, the OMol25 dataset).

The geometry in XYZ format:
```
19
Properties=species:S:1:pos:R:3:forces:R:3
C -0.338 -0.966 0.290 -2.6 -3.7 2.3
C 1.680 -0.171 -0.321 2.4 3.0 0.9
C -1.295 0.070 0.109 1.3 3.5 -2.2
C -1.454 0.799 -1.284 -1.1 0.4 2.7
N 0.869 -1.196 0.005 -1.1 -1.3 0.7
N 3.150 -0.479 0.118 0.5 -0.3 3.8
N -2.488 0.289 1.044 5.1 -1.8 5.1
S 1.282 1.506 0.305 -1.3 -1.3 -0.5
H -0.839 -1.909 0.788 0.7 1.4 -0.9
H 1.783 -0.215 -1.368 0.1 0.6 -1.8
H -0.675 0.612 -1.958 1.5 -0.3 -0.5
H -1.577 1.902 -1.140 0.1 -0.9 -0.1
H -2.322 0.422 -1.781 -1.0 -0.3 -0.2
H 3.716 0.446 0.191 -0.7 -1.9 -1.2
H 3.524 -1.329 -0.411 0.1 1.7 0.7
H 3.204 -0.720 1.235 -0.6 0.2 -3.2
H -2.628 -0.536 1.756 0.3 1.2 -1.8
H -3.332 0.421 0.619 -3.1 0.9 -1.9
H -2.259 1.054 1.804 -0.6 -1.0 -2.1
```
Positions in Å, forces in eV/Å.

Summary:
Orbital gap (spin up / spin down) = 6.0907 / 6.0154 eV
Total charge = +2
ΔE to the lowest compared entry with this formula, charge and spin = 532.55 kJ/mol